Entry from the OMol25 dataset: the molecule C3H2N2S at a distorted geometry (wB97M-V/def2-TZVPD).

energy above the lowest of the compared OMol25 structures with the same formula, charge and spin = 40.4 kcal/mol
orbital gap = 0.2728 Eh
SMILES string = S=C1N=CC=N1

```
8
C3H2N2S wB97M-V/def2-TZVPD
C 1.03 0.56 -0.41
C -0.99 -0.01 -0.21
C -0.20 -0.93 0.46
H -2.18 0.14 -0.28
H -0.60 -1.60 1.35
N -0.38 0.82 -0.80
N 0.98 -0.48 0.50
S 2.34 1.50 -0.62
```



Entry from the OMol25 dataset: the molecule C3H2N2S2 at a distorted geometry (wB97M-V/def2-TZVPD).

energy above the lowest of the compared OMol25 structures with the same formula, charge and spin = 28.6 kcal/mol
spin multiplicity = 3
orbital gap (alpha / beta) = 0.3038 / 0.1951 Eh
<S²> = 2.033

```
9
C3H2N2S2 wB97M-V/def2-TZVPD
C -0.30 -0.29 0.04
C 1.02 0.83 0.04
C -1.63 -0.10 -0.01
N 2.13 0.05 0.09
N 2.08 -1.16 -0.06
S 0.89 2.44 -0.01
S 0.47 -1.85 0.00
H -2.44 -0.78 -0.22
H -2.22 0.87 0.12
```



Entry from the OMol25 dataset: the molecule C3H2N2S2 at a distorted geometry (wB97M-V/def2-TZVPD).

energy above the lowest of the compared OMol25 structures with the same formula, charge and spin = 69.1 kcal/mol
spin multiplicity = 3
orbital gap (alpha / beta) = 0.2405 / 0.2773 Eh
<S²> = 2.031

```
9
C3H2N2S2 wB97M-V/def2-TZVPD
C 0.58 1.04 -0.42
C -0.98 -1.05 0.14
C 1.42 0.16 -0.05
N -1.87 -0.19 0.21
N -1.93 1.13 0.11
S -0.37 -2.47 -0.17
S -0.66 2.04 -0.19
H 1.83 -0.03 0.92
H 1.98 -0.63 -0.56
```



Entry from the OMol25 dataset: the molecule C3H2N4O at a distorted geometry (wB97M-V/def2-TZVPD).

energy above the lowest of the compared OMol25 structures with the same formula, charge and spin = 93.7 kcal/mol
orbital gap = 0.3351 Eh
SMILES string = C1Oc2nnnnc21

```
10
C3H2N4O wB97M-V/def2-TZVPD
C -1.44 -0.58 -0.05
C -0.01 0.93 -0.23
C 0.11 -0.51 -0.19
H -2.15 -0.81 -0.75
H -1.60 -0.87 1.10
N 0.97 1.69 0.04
N 2.14 0.80 0.02
N 2.19 -0.40 -0.09
N 1.12 -1.25 0.09
O -1.33 1.01 0.06
```



Entry from the OMol25 dataset: the molecule C3H2N4O at a distorted geometry (wB97M-V/def2-TZVPD).

energy above the lowest of the compared OMol25 structures with the same formula, charge and spin = 110.7 kcal/mol
orbital gap = 0.3137 Eh
SMILES string = O=c1cnnnnc1

```
10
C3H2N4O wB97M-V/def2-TZVPD
C 0.27 -0.54 0.71
C -0.07 -1.24 -0.58
C 0.29 0.97 0.92
H 0.37 -2.27 -1.14
H 0.82 1.26 1.93
N -0.73 -0.77 -1.58
N -1.26 0.42 -0.91
N -0.44 1.28 -1.12
N -0.15 1.94 0.14
O 0.90 -1.04 1.64
```



Entry from the OMol25 dataset: C3H2NO2Se as an isolated structure at a distorted geometry (wB97M-V/def2-TZVPD).

energy above the lowest of the compared OMol25 structures with the same formula, charge and spin = 13.0 kcal/mol
charge = -1
orbital gap = 0.2540 Eh

```
9
C3H2NO2Se wB97M-V/def2-TZVPD
C 0.25 -0.62 -0.80
C -1.53 0.50 0.07
C 1.31 -1.09 -0.24
N -0.79 0.02 -0.98
O -0.86 1.16 1.02
O -2.72 0.35 0.14
Se 2.35 0.50 0.30
H 1.89 -1.97 -0.38
H 0.11 1.15 0.87
```



Entry from the OMol25 dataset: an isolated ion of composition C3H2NO3PS and charge -2 at a distorted geometry (wB97M-V/def2-TZVPD).

energy above the lowest of the compared OMol25 structures with the same formula, charge and spin = 5.5 kcal/mol
charge = -2
orbital gap = 0.1799 Eh
SMILES string = O=P([O-])([O-])c1nccs1

```
11
C3H2NO3PS wB97M-V/def2-TZVPD
C 1.80 -0.65 -0.05
C 1.95 0.64 -0.17
C -0.40 0.00 0.21
N 0.54 -1.16 0.30
O -2.23 -0.61 -1.31
O -2.67 -1.09 1.04
O -2.59 1.45 0.27
P -2.21 0.00 0.09
S 0.38 1.49 -0.06
H 2.62 -1.27 -0.12
H 2.80 1.19 -0.20
```



Entry from the OMol25 dataset: C3H2NaO2 as an isolated structure at a distorted geometry (wB97M-V/def2-TZVPD).

spin multiplicity = 2
orbital gap (alpha / beta) = 0.1612 / 0.2077 Eh
<S²> = 0.754

```
8
C3H2NaO2 wB97M-V/def2-TZVPD
O 1.68 0.20 -0.52
C 0.70 -0.59 -0.36
C -0.45 -0.29 0.38
C -1.55 0.40 -0.11
O -2.65 0.69 0.32
Na 2.05 2.18 0.22
H -0.40 -1.15 1.14
H 0.61 -1.45 -1.06
```